Entry 1:
68
Properties=species:S:1:pos:R:3 method="wB97M-V/def2-TZVPD" largest_force_ev_per_a=0.47 charge=+2 e_tot_ha=-4668.9871
Pt 0.394 -0.854 -1.780
C 2.426 -0.776 -1.587
Si 3.393 0.336 -0.532
C 2.123 -0.842 2.203
N 0.922 -0.782 1.800
C 0.113 0.459 1.822
C -0.922 0.342 2.948
C -1.350 -1.118 3.163
C -1.282 -1.902 1.855
C 0.162 -1.971 1.346
C 4.972 -0.267 0.118
C 5.256 -1.646 0.182
C 6.485 -2.088 0.631
C 7.453 -1.162 1.008
C 7.197 0.202 0.945
C 5.960 0.652 0.518
C 3.049 2.081 -0.146
C 3.310 2.620 1.126
C 3.157 3.974 1.361
C 2.780 4.816 0.319
C 2.553 4.307 -0.951
C 2.671 2.945 -1.184
H 2.715 -1.795 -1.268
H 2.924 -0.664 -2.566
H 2.606 0.060 2.559
H 2.660 -1.784 2.186
H -0.351 0.505 0.834
H 0.784 1.309 1.925
H -1.776 0.958 2.669
H -0.515 0.758 3.869
H -2.359 -1.153 3.569
H -0.707 -1.595 3.907
H -1.916 -1.435 1.098
H -1.642 -2.921 1.985
H 0.181 -1.933 0.247
H 0.697 -2.857 1.685
H 4.521 -2.372 -0.145
H 6.702 -3.146 0.675
H 8.420 -1.509 1.349
H 7.963 0.911 1.228
H 5.767 1.716 0.469
H 3.666 1.988 1.934
H 3.354 4.380 2.344
H 2.676 5.878 0.500
H 2.278 4.968 -1.761
H 2.474 2.561 -2.175
Br 0.319 1.091 -3.114
S -6.030 -1.926 -3.017
C -4.372 -1.587 -2.579
C -3.925 -0.378 -2.042
C -2.584 -0.209 -1.787
N -1.668 -1.161 -2.028
C -2.094 -2.322 -2.556
C -3.416 -2.576 -2.832
C -6.907 -0.706 -2.060
C -7.244 0.520 -2.612
C -7.940 1.423 -1.818
N -8.305 1.166 -0.566
C -8.000 -0.026 -0.062
C -7.303 -1.000 -0.764
H -4.612 0.430 -1.834
H -2.208 0.728 -1.400
H -1.337 -3.069 -2.760
H -3.702 -3.532 -3.248
H -6.987 0.762 -3.635
H -8.218 2.394 -2.211
H -8.332 -0.218 0.952
H -7.083 -1.959 -0.315



Entry 2:
20
Properties=species:S:1:pos:R:3 method="wB97M-V/def2-TZVPD" largest_force_ev_per_a=2.78 charge=0 e_tot_ha=-531.7704 smiles="C[C@H](NC(=O)CN)C(=O)O"
C -1.382 -1.181 -2.085
C -0.943 -0.660 -0.702
C 0.843 -0.343 0.896
C 1.046 1.113 1.203
C 2.057 -1.044 1.357
H -3.032 -0.086 -2.058
H -1.807 0.748 -2.779
H -0.500 -1.301 -2.683
H -1.822 -2.193 -2.096
H 0.988 -0.713 -1.212
H -0.006 -0.619 1.548
H 2.323 -0.694 2.356
H 1.868 -2.154 1.413
H 2.976 -0.850 0.762
H -0.786 1.277 0.889
N -2.256 -0.220 -2.703
N 0.375 -0.459 -0.474
O -1.664 -0.368 0.217
O 2.120 1.513 1.512
O -0.052 1.859 1.033



We obtain orbital gap values of 6.14, 10.47 eV for the records listed above, in that order.
We obtain energy relative to the best compared isomer or geometry (same formula, charge and spin) values of 0.1285, 0.9427 eV for the records listed above, in that order.